DFT (ωB97M-V/def2-TZVPD) results for C19H23FN4O5S2 in the gas phase in a non-equilibrium geometry.

Each line ends with the natural charge from an NBO analysis.
Positions of all 54 atoms, in Å:
1 N 8.473 0.239 -1.359  -1.076
2 S 8.019 0.030 0.254  2.304
3 O 8.425 1.196 0.984  -0.937
4 O 8.490 -1.260 0.670  -0.942
5 C 6.250 0.000 0.095  -0.367
6 C 5.540 1.183 0.135  -0.176
7 C 4.167 1.166 -0.026  -0.198
8 C 3.509 -0.049 -0.227  0.170
9 N 2.135 -0.133 -0.399  -0.623
10 C 1.191 0.852 -0.382  0.683
11 O 1.408 2.030 -0.232  -0.593
12 C -0.211 0.288 -0.624  -0.332
13 N -0.299 -1.104 -0.219  -0.476
14 C -0.420 -1.310 1.214  -0.213
15 C -1.705 -0.815 1.891  -0.446
16 C -2.982 -1.330 1.222  -0.221
17 N -3.165 -0.804 -0.109  -0.710
18 S -3.739 0.743 -0.256  2.346
19 O -3.471 1.186 -1.592  -0.938
20 O -3.295 1.542 0.848  -0.940
21 C -5.501 0.473 -0.074  -0.347
22 C -6.198 -0.078 -1.133  -0.172
23 C -7.551 -0.338 -0.999  -0.267
24 C -8.164 -0.038 0.207  0.412
25 F -9.477 -0.294 0.346  -0.316
26 C -7.475 0.517 1.273  -0.280
27 C -6.123 0.773 1.122  -0.166
28 C -2.602 -1.479 -1.247  -0.247
29 C -1.143 -1.946 -1.036  -0.221
30 C 4.244 -1.238 -0.259  -0.239
31 C 5.615 -1.211 -0.099  -0.169
32 H 8.917 1.131 -1.506  0.401
33 H 9.056 -0.516 -1.680  0.402
34 H 6.072 2.104 0.305  0.239
35 H 3.594 2.078 0.004  0.253
36 H 1.743 -1.065 -0.509  0.425
37 H -0.938 0.949 -0.137  0.226
38 H -0.394 0.359 -1.700  0.232
39 H 0.429 -0.808 1.687  0.208
40 H -0.313 -2.386 1.390  0.192
41 H -1.740 0.274 1.882  0.237
42 H -1.691 -1.144 2.931  0.216
43 H -3.847 -1.016 1.813  0.216
44 H -2.981 -2.423 1.165  0.203
45 H -5.677 -0.280 -2.054  0.238
46 H -8.130 -0.760 -1.804  0.236
47 H -7.995 0.741 2.191  0.238
48 H -5.542 1.220 1.914  0.246
49 H -2.655 -0.757 -2.062  0.243
50 H -3.217 -2.351 -1.510  0.191
51 H -0.678 -2.039 -2.024  0.206
52 H -1.143 -2.938 -0.576  0.197
53 H 3.731 -2.177 -0.408  0.210
54 H 6.206 -2.113 -0.110  0.241

Force components x, y, z for each atom (eV/Å):
-0.252 -0.104 0.719
0.316 0.081 -0.670
-0.309 0.128 -0.207
-0.276 -0.078 -0.243
0.552 0.016 0.229
0.015 -0.037 0.046
-0.069 0.091 -0.012
0.374 0.194 0.029
-0.040 -0.388 -0.083
-0.098 -0.340 -0.052
-0.041 0.356 0.025
-0.002 0.014 0.050
-0.184 0.088 -0.147
-0.120 0.014 0.305
0.088 -0.166 -0.254
0.088 0.235 0.614
-0.022 0.999 -0.211
-0.530 -0.559 -0.008
-0.108 -0.151 -0.121
-0.183 -0.146 0.171
0.637 0.286 0.057
-0.104 -0.010 -0.060
-0.031 0.017 0.106
0.164 0.049 0.072
0.102 0.027 -0.021
-0.182 -0.115 -0.158
0.056 0.064 0.025
0.175 -0.085 -0.464
-0.179 -0.027 -0.098
0.018 0.146 0.001
-0.071 -0.114 0.025
0.059 0.233 0.077
0.098 -0.239 0.041
-0.027 0.181 0.025
0.012 0.018 0.007
-0.044 0.202 0.071
0.204 0.006 -0.030
-0.010 0.025 0.010
0.019 -0.113 0.056
0.074 0.052 0.040
0.020 -0.062 0.129
0.025 0.021 0.077
0.018 -0.228 0.123
-0.113 0.033 -0.018
-0.022 -0.066 -0.184
-0.059 -0.033 -0.068
-0.058 0.017 0.074
-0.005 0.059 0.137
0.078 -0.268 -0.099
0.080 0.065 -0.055
-0.115 -0.113 0.019
0.039 0.011 -0.074
-0.034 -0.109 -0.012
-0.022 -0.178 -0.012

* LUMO level: 0.01471 hartree
* energy: -2229.284257 Ha
* charge: 0
* E_HOMO: -8.77 eV
* structure (SMILES): NS(=O)(=O)c1ccc(NC(=O)CN2CCCN(S(=O)(=O)c3ccc(F)cc3)CC2)cc1
* HOMO-LUMO gap: 9.2 eV

DFT (ωB97M-V/def2-TZVPD) results for a molecular structure, C19H23FeN2 in a non-equilibrium geometry.

Each line ends with the natural charge from an NBO analysis.
Positions of all 45 atoms, in Å:
1 C 0.486 -3.209 2.415  -0.726
2 N 0.177 -2.600 1.137  -0.438
3 C 0.246 -3.508 0.012  -0.706
4 C -0.146 -1.272 1.004  0.183
5 C 0.203 -0.547 -0.164  -0.372
6 C -0.102 0.818 -0.215  0.025
7 N -0.721 1.481 0.774  -0.510
8 C -1.121 0.777 1.845  0.018
9 C -0.828 -0.578 2.035  -0.347
10 H 0.502 -2.449 3.205  0.198
11 H -0.258 -3.985 2.657  0.174
12 H 1.475 -3.693 2.355  0.184
13 H -0.083 -3.004 -0.904  0.198
14 H 1.273 -3.885 -0.116  0.174
15 H -0.411 -4.373 0.206  0.185
16 H 0.751 -1.018 -0.980  0.217
17 H 0.173 1.396 -1.101  0.179
18 H -1.698 1.315 2.602  0.178
19 H -1.154 -1.089 2.941  0.215
20 C 0.859 4.769 1.314  -0.686
21 C 0.543 6.197 1.485  -0.100
22 C -0.704 6.651 1.913  -0.109
23 C -1.140 8.060 2.083  -0.308
24 C -2.531 8.068 2.462  -0.273
25 C -3.009 6.697 2.484  -0.262
26 C -1.923 5.825 2.118  -0.322
27 Fe -2.212 7.174 0.721  0.488
28 C -1.836 6.372 -1.063  -0.288
29 C -1.317 7.726 -0.961  -0.276
30 C -2.420 8.607 -0.614  -0.332
31 C -3.624 7.796 -0.502  -0.265
32 C -3.260 6.416 -0.781  -0.324
33 H 1.739 4.686 0.664  0.215
34 H 1.114 4.285 2.271  0.228
35 H 0.032 4.193 0.873  0.246
36 H 1.341 6.932 1.398  0.184
37 H -0.448 8.894 2.018  0.233
38 H -3.120 8.941 2.732  0.233
39 H -4.004 6.377 2.786  0.237
40 H -1.894 4.741 2.106  0.258
41 H -1.274 5.503 -1.391  0.247
42 H -0.298 8.029 -1.184  0.236
43 H -2.364 9.688 -0.521  0.234
44 H -4.628 8.166 -0.316  0.232
45 H -3.944 5.575 -0.854  0.243

Force components x, y, z for each atom (eV/Å):
-0.264 0.028 -0.084
-0.066 0.140 -0.029
0.185 0.153 0.071
0.150 -0.122 0.065
-0.308 0.742 0.290
-0.039 -0.888 0.535
-0.404 0.135 -0.198
0.708 -0.783 -0.222
-0.100 0.703 -0.474
0.080 -0.293 -0.171
0.118 0.130 0.141
-0.198 0.153 0.088
0.055 -0.262 0.222
-0.152 0.033 -0.146
0.124 0.209 -0.136
-0.232 0.060 0.300
-0.017 -0.068 0.281
0.230 -0.067 -0.181
0.122 0.084 -0.347
0.344 -0.383 -0.367
0.329 0.411 0.380
-1.426 0.411 1.165
0.643 -0.821 2.805
1.290 0.207 0.772
0.879 -0.920 0.616
1.114 0.414 2.682
-0.631 -0.677 -0.234
-1.207 0.390 -0.926
-1.190 0.718 -0.922
-0.383 -0.155 -2.740
0.397 0.027 -1.329
0.078 0.698 -2.317
-0.180 -0.264 0.120
-0.071 0.033 -0.161
0.225 0.073 0.131
-0.121 -0.097 -0.078
-0.331 -0.064 -0.151
0.125 -0.272 -0.258
0.258 0.166 -0.293
-0.275 0.202 -0.236
-0.083 0.193 0.384
-0.228 -0.138 0.316
-0.029 -0.328 0.203
0.300 -0.131 0.133
0.184 0.216 0.296

* LUMO level (spin up / spin down): 0.08656 / 0.05330 hartree
* energy: -2110.777509 Ha
* charge: -1
* spin multiplicity: 5
* E_HOMO (spin up / spin down): 0.97 / -4.90 eV
* HOMO-LUMO gap (spin up / spin down): 1.4 / 6.4 eV

DFT (ωB97M-V/def2-TZVPD) results for a molecular structure, C19H23IN2O3PPdS2Se.

Each line ends with the natural charge from an NBO analysis.
Positions of all 53 atoms, in Å:
1 Pd 0.230 -1.368 -0.193  0.770
2 C -3.599 1.010 2.353  -0.643
3 C -3.143 0.234 1.139  -0.067
4 O -2.571 -1.058 1.466  -0.844
5 P -1.174 -1.241 2.202  1.675
6 S 0.117 0.201 1.719  -0.459
7 S -0.466 -2.999 1.629  -0.466
8 O -1.472 -1.103 3.753  -0.836
9 C -2.556 -1.751 4.454  -0.054
10 C -2.476 -3.261 4.439  -0.646
11 H -4.017 1.962 2.021  0.225
12 H -2.770 1.224 3.027  0.219
13 H -4.375 0.476 2.902  0.206
14 H -2.404 0.788 0.560  0.213
15 H -3.979 -0.010 0.486  0.200
16 H -3.497 -1.402 4.026  0.184
17 H -2.478 -1.369 5.469  0.195
18 H -2.664 -3.669 3.447  0.227
19 H -3.233 -3.654 5.121  0.221
20 H -1.498 -3.603 4.776  0.221
21 Se 2.495 -2.467 -2.708  1.044
22 N 2.009 -1.196 -1.552  -0.708
23 C 3.028 -0.380 -1.380  0.218
24 C 3.033 0.782 -0.537  -0.233
25 C 4.162 1.516 -0.466  -0.175
26 C 5.349 1.172 -1.212  -0.204
27 C 5.384 0.098 -2.026  -0.195
28 C 4.207 -0.720 -2.137  0.071
29 N 4.112 -1.794 -2.893  -0.608
30 H 2.137 1.043 0.007  0.236
31 H 4.186 2.398 0.161  0.219
32 H 6.223 1.803 -1.114  0.219
33 H 6.262 -0.167 -2.599  0.230
34 C 3.286 -1.757 2.392  -0.248
35 O 2.706 -2.160 1.158  -0.748
36 H 4.376 -1.717 2.325  0.165
37 H 2.994 -2.419 3.210  0.171
38 H 2.904 -0.761 2.606  0.194
39 H 2.891 -3.093 1.014  0.474
40 C -0.501 0.072 -1.217  -0.203
41 C -0.911 0.895 -1.998  -0.067
42 C -1.404 1.872 -2.929  -0.150
43 C -1.570 3.205 -2.554  -0.141
44 C -2.040 4.136 -3.468  -0.228
45 C -2.349 3.748 -4.764  -0.215
46 C -2.187 2.422 -5.143  -0.209
47 C -1.720 1.487 -4.234  -0.185
48 H -1.326 3.502 -1.543  0.209
49 H -2.165 5.168 -3.166  0.212
50 H -2.712 4.476 -5.477  0.212
51 H -2.429 2.113 -6.152  0.214
52 H -1.596 0.451 -4.519  0.224
53 I -0.809 -3.131 -1.881  -0.334

Force components x, y, z for each atom (eV/Å):
-0.067 -0.377 0.513
-0.002 -0.004 0.017
0.048 -0.019 -0.115
-0.173 0.048 0.252
-0.206 0.027 0.158
0.137 -0.088 -0.269
0.021 0.045 -0.149
0.172 -0.062 0.056
-0.088 0.044 -0.019
0.019 -0.012 0.007
-0.007 0.002 0.006
0.008 0.002 -0.010
0.002 -0.010 0.002
-0.006 0.009 0.010
0.002 0.010 -0.009
-0.007 -0.015 -0.012
-0.001 0.018 -0.009
-0.004 0.011 -0.002
-0.002 -0.013 -0.008
-0.001 0.010 0.011
-0.119 -0.090 -0.005
0.076 0.048 0.187
0.002 0.233 0.052
-0.106 -0.224 -0.083
0.243 0.042 -0.071
-0.138 0.129 0.146
-0.110 -0.149 -0.083
0.103 0.075 0.004
0.131 0.019 -0.052
-0.004 0.006 -0.005
0.005 0.003 -0.004
-0.004 0.005 0.012
-0.003 -0.017 -0.002
-0.081 -0.006 0.001
0.164 -0.018 -0.133
0.003 -0.004 0.012
-0.004 0.007 0.008
0.012 0.007 0.001
-0.024 0.008 0.041
-0.133 0.131 -0.560
0.007 0.123 0.126
0.012 -0.077 0.050
-0.001 0.019 0.010
-0.004 -0.009 0.001
0.006 0.004 0.003
-0.002 -0.012 0.009
-0.023 0.014 -0.036
0.006 0.003 0.001
0.002 0.002 -0.002
-0.005 0.000 0.001
0.001 0.003 -0.003
0.006 0.007 -0.001
0.132 0.092 -0.055

* LUMO level (spin up / spin down): -0.03777 / -0.07211 hartree
* energy: -5037.765084 Ha
* charge: 0
* spin multiplicity: 2
* E_HOMO (spin up / spin down): -8.16 / -8.09 eV
* HOMO-LUMO gap (spin up / spin down): 7.1 / 6.1 eV

DFT (ωB97M-V/def2-TZVPD) results for C19H23N3O2 in the gas phase.

Each line ends with the natural charge from an NBO analysis.
Positions of all 47 atoms, in Å:
1 C -4.822 -2.612 -0.995  -0.248
2 O -3.836 -1.668 -0.663  -0.508
3 C -4.150 -0.675 0.230  0.262
4 C -5.369 -0.584 0.880  -0.284
5 C -5.640 0.469 1.741  -0.222
6 C -4.684 1.437 1.961  -0.226
7 C -3.453 1.346 1.331  -0.260
8 C -3.154 0.301 0.462  0.197
9 N -1.948 0.232 -0.236  -0.463
10 C -1.145 1.426 -0.370  -0.231
11 C -0.251 1.264 -1.608  -0.243
12 N 0.592 0.090 -1.489  -0.248
13 N 1.775 -0.014 -0.901  -0.238
14 C 2.653 0.858 -0.589  0.147
15 C 2.565 2.367 -0.671  -0.683
16 C 3.905 0.282 -0.071  -0.012
17 C 5.138 0.913 -0.233  -0.213
18 C 6.299 0.348 0.253  -0.275
19 C 6.258 -0.870 0.921  0.306
20 O 7.425 -1.392 1.396  -0.668
21 C 5.038 -1.517 1.080  -0.301
22 C 3.883 -0.948 0.587  -0.172
23 C -0.221 -1.098 -1.319  -0.215
24 C -1.122 -0.951 -0.089  -0.233
25 H -4.367 -3.258 -1.745  0.199
26 H -5.711 -2.136 -1.420  0.178
27 H -5.113 -3.217 -0.129  0.175
28 H -6.134 -1.326 0.710  0.216
29 H -6.601 0.523 2.230  0.212
30 H -4.882 2.262 2.629  0.212
31 H -2.709 2.100 1.532  0.212
32 H -1.802 2.287 -0.510  0.214
33 H -0.508 1.598 0.517  0.170
34 H 0.344 2.156 -1.780  0.213
35 H -0.894 1.103 -2.480  0.208
36 H 3.388 2.818 -0.124  0.227
37 H 1.639 2.724 -0.221  0.218
38 H 2.608 2.711 -1.705  0.220
39 H 5.207 1.846 -0.771  0.209
40 H 7.253 0.835 0.121  0.221
41 H 7.249 -2.238 1.825  0.478
42 H 4.999 -2.469 1.595  0.203
43 H 2.936 -1.451 0.709  0.224
44 H 0.446 -1.952 -1.204  0.223
45 H -0.841 -1.229 -2.210  0.195
46 H -1.758 -1.827 0.013  0.231
47 H -0.484 -0.865 0.808  0.170

Force components x, y, z for each atom (eV/Å):
-0.185 -0.183 -0.053
0.154 0.495 0.207
0.065 -0.109 -0.036
-0.010 -0.197 -0.114
0.021 0.115 0.064
-0.185 0.013 0.082
0.121 -0.137 -0.076
-0.179 -0.035 0.075
0.018 0.075 -0.242
0.066 0.118 -0.284
0.026 0.368 0.371
-0.452 0.070 -0.656
0.676 -0.403 0.321
-0.493 0.390 -0.134
-0.138 -0.175 -0.128
0.401 -0.238 0.254
-0.272 -0.119 0.042
0.315 -0.291 0.200
-0.249 0.123 -0.133
0.143 -0.062 0.060
0.170 -0.027 0.021
0.071 0.155 -0.016
-0.144 -0.205 0.313
0.187 -0.337 -0.155
-0.083 0.014 0.049
0.032 -0.016 0.032
0.000 0.046 -0.039
-0.031 -0.088 -0.055
-0.080 0.004 0.041
-0.017 0.065 0.055
0.107 0.044 -0.023
0.039 -0.008 0.048
-0.056 0.059 -0.024
-0.018 -0.038 -0.022
0.029 0.065 0.073
0.002 0.033 -0.010
-0.023 0.054 -0.034
-0.019 0.121 -0.029
-0.015 0.117 -0.021
0.112 0.060 -0.025
-0.006 0.120 -0.065
-0.013 -0.068 0.048
-0.071 -0.041 0.021
-0.034 0.067 -0.051
-0.043 -0.026 0.030
0.090 0.038 0.041
-0.030 -0.026 -0.024

* LUMO level: 0.02907 hartree
* energy: -1052.492190 Ha
* charge: 0
* E_HOMO: -7.20 eV
* structure (SMILES): COc1ccccc1N1CCN(/N=C(\C)c2ccc(O)cc2)CC1
* HOMO-LUMO gap: 8.0 eV

Computed energy above the lowest of the compared OMol25 structures with the same formula, charge and spin (eV) in order:
1.5111 0.6547 0.5993 3.8266